1.
ORCA calculation (ωB97M-V/def2-TZVPD) on a structure of composition C19H34N4NaO2SbSe.

As for the LUMO energy: 0.04 eV. The highest occupied orbital energy is -7.80 eV. Its gap between HOMO and LUMO is 7.83 eV. The value obtained for the energy above the lowest of the compared OMol25 structures with the same formula, charge and spin is 0.000 eV. For the max |F|, the calculation gives 0.1 eV/A.

Element x y z (Å)
Sb (-1.510346, 4.417874, -0.422942)
Se (-1.178109, 0.363935, -0.456168)
Na (0.707494, 2.270075, 0.556773)
O (2.597749, 1.256918, 0.688487)
O (4.007038, 0.092221, 2.010695)
N (1.280446, 2.093395, 2.918658)
N (2.147129, 0.965495, 2.932168)
N (1.317466, -1.032226, -0.741604)
N (0.371500, -1.403509, 1.189689)
C (-2.305397, -2.960789, 1.355604)
C (-0.654968, -0.801894, -4.203447)
C (3.436564, -2.355331, -0.329721)
C (-1.714918, 3.856988, -2.478485)
C (2.192884, -2.860067, 2.177317)
C (3.442075, -3.368679, 1.874846)
C (-1.986619, 6.488212, -0.692064)
C (1.577373, -1.450734, -3.162482)
C (-1.299295, -2.692447, 2.473213)
C (0.149703, -1.883342, -3.491644)
C (-3.552507, -2.089815, 1.450989)
C (-0.544778, -1.374988, 2.319051)
C (1.576384, -2.097088, 1.197537)
C (-3.469479, 3.803030, 0.176311)
C (3.004299, 0.761598, 1.776254)
C (2.180524, -1.853492, -0.026552)
C (1.665481, -0.438947, -2.024638)
C (0.240082, -0.746730, 0.016704)
C (4.053728, -3.119079, 0.642628)
H (-2.882569, 6.578933, -1.305039)
H (-1.659857, -1.153222, -4.440357)
H (-1.161190, 7.001379, -1.182805)
H (-4.068303, -2.253799, 2.400239)
H (-2.655553, 4.235226, -2.877417)
H (-2.593902, -4.013946, 1.389228)
H (0.056485, -1.154471, 3.203332)
H (0.496711, 1.896305, 3.529348)
H (-1.817294, -2.673395, 3.436993)
H (-0.362476, -2.177386, -2.570020)
H (-1.693088, 2.770486, -2.556135)
H (2.181468, -2.324442, -2.905556)
H (-2.163371, 6.957936, 0.274400)
H (1.749903, 2.920681, 3.278921)
H (-0.763888, 0.087038, -3.580972)
H (3.967865, -3.955654, 2.615594)
H (2.672459, -0.033551, -1.915260)
H (-1.822006, -2.806712, 0.385781)
H (3.926530, -2.136072, -1.267849)
H (5.042508, -3.514861, 0.455127)
H (-0.887802, 4.265451, -3.058053)
H (2.038234, -1.002072, -4.047683)
H (-4.207791, 4.180002, -0.530506)
H (-3.304654, -1.030691, 1.370333)
H (-3.693131, 4.187423, 1.170516)
H (0.189480, -2.777359, -4.118336)
H (-0.171550, -0.511285, -5.139364)
H (0.984097, 0.394847, -2.184746)
H (-3.514069, 2.714841, 0.202774)
H (1.734046, -3.029057, 3.141645)
H (2.703184, 0.884605, 3.773512)
H (-1.226758, -0.542057, 2.154056)
H (-4.251778, -2.317989, 0.645915)
H (-0.573454, -3.507728, 2.525186)

Forces on atoms 1 to 2 (eV/Å):
Sb 0.006 -0.063 -0.048
Se -0.040 0.008 -0.025

Taken from the Löwdin analysis, the atomic charges in e are: atom 1 (Sb): 1.263, atom 2 (Se): 0.692, atom 3 (Na): 0.165, atom 4 (O): -0.103, atom 5 (O): 0.005, atom 6 (N): -0.015, atom 7 (N): -0.033, atom 8 (N): -0.010, atom 9 (N): -0.004, atom 10 (C): -0.256, atom 11 (C): -0.113, atom 12 (C): 0.007, atom 13 (C): -0.337, atom 14 (C): -0.001, atom 15 (C): -0.072, atom 16 (C): -0.351, atom 17 (C): -0.180, atom 18 (C): -0.181, atom 19 (C): -0.255, atom 20 (C): -0.116, atom 21 (C): -0.156, atom 22 (C): -0.150, atom 23 (C): -0.337, atom 24 (C): -0.748, atom 25 (C): -0.147, atom 26 (C): -0.147, atom 27 (C): -0.651, atom 28 (C): -0.070, atom 29 (H): 0.005, atom 30 (H): 0.073, atom 31 (H): -0.003, atom 32 (H): 0.073, atom 33 (H): 0.009, atom 34 (H): 0.106, atom 35 (H): 0.121, atom 36 (H): 0.079, atom 37 (H): 0.117, atom 38 (H): 0.096, atom 39 (H): -0.029, atom 40 (H): 0.103, atom 41 (H): -0.003, atom 42 (H): 0.089, atom 43 (H): 0.030, atom 44 (H): 0.105, atom 45 (H): 0.133, atom 46 (H): 0.094, atom 47 (H): 0.116, atom 48 (H): 0.106, atom 49 (H): 0.002, atom 50 (H): 0.118, atom 51 (H): 0.008, atom 52 (H): 0.032, atom 53 (H): 0.000, atom 54 (H): 0.105, atom 55 (H): 0.074, atom 56 (H): 0.080, atom 57 (H): -0.016, atom 58 (H): 0.113, atom 59 (H): 0.115, atom 60 (H): 0.077, atom 61 (H): 0.073, atom 62 (H): 0.103


2.
ORCA calculation (ωB97M-V/def2-TZVPD) on an isolated molecule of C3H7N5 at a distorted geometry.

As for the LUMO energy: 0.38 eV. The highest occupied orbital energy is -8.25 eV. Its gap between HOMO and LUMO is 8.63 eV. The value obtained for the energy above the lowest of the compared OMol25 structures with the same formula, charge and spin is 5.292 eV. For the max |F|, the calculation gives 11.0 eV/A.

Element x y z (Å)
N (-0.027696, 0.379127, 1.449572)
N (-1.447872, 0.545178, -0.262786)
N (-0.220973, -0.785375, -1.808157)
N (-2.729888, -0.226661, 1.699496)
N (-0.305318, 0.390880, -0.752813)
C (2.069531, 0.087676, 0.126438)
C (0.594912, 0.297456, 0.269596)
C (-1.574087, 0.189275, 1.107436)
H (0.415875, -1.328128, -1.224663)
H (2.536352, 0.513764, 1.035636)
H (2.489103, 0.794156, -0.693885)
H (-2.519413, -0.312298, 2.751459)
H (0.612585, -0.267568, -2.317274)
H (2.473966, -0.737805, -0.309237)
H (-2.367077, 0.460321, -1.070819)

Forces on atoms 1 to 2 (eV/Å):
N -1.387 -1.197 -1.071
N -10.987 -0.288 0.192

Taken from the Löwdin analysis, the atomic charges in e are: atom 1 (N): 0.153, atom 2 (N): -0.046, atom 3 (N): 0.119, atom 4 (N): 0.048, atom 5 (N): -0.226, atom 6 (C): -0.024, atom 7 (C): -0.407, atom 8 (C): -0.337, atom 9 (H): 0.040, atom 10 (H): 0.097, atom 11 (H): 0.115, atom 12 (H): 0.051, atom 13 (H): 0.117, atom 14 (H): 0.030, atom 15 (H): 0.271


3.
ORCA calculation (ωB97M-V/def2-TZVPD) on a structure of composition C30H52BCl3GeLiN8.

As for the multiplicity: 2. As for the LUMO energy (spin up / spin down): 0.37 / -2.62 eV. The highest occupied orbital energy (spin up / spin down) is -8.32 / -8.32 eV. Its gap between HOMO and LUMO (spin up / spin down) is 8.69 / 5.70 eV. The value obtained for the energy above the lowest of the compared OMol25 structures with the same formula, charge and spin is 0.000 eV. For the max |F|, the calculation gives 0.6 eV/A.

Element x y z (Å)
Ge (4.153186, 1.169762, -0.080929)
Cl (5.048972, 1.840568, 1.799420)
Cl (3.947793, 2.977943, -1.252002)
Cl (5.812220, 0.081750, -0.948135)
N (0.360976, 1.717021, 0.777074)
N (-0.374798, 0.287466, -1.879007)
N (0.960037, 0.034167, -1.692426)
N (-0.165119, -1.336223, 0.706441)
N (-1.330773, -0.861501, 0.168718)
N (3.307287, -1.014249, 3.951068)
N (2.927036, -0.846887, 1.503171)
N (-0.890043, 1.676244, 0.208719)
C (-1.806544, -2.841039, 1.007096)
C (-2.081179, 1.723636, -4.637915)
C (-3.751373, -1.573031, -0.134914)
C (2.932653, -0.487322, -3.080228)
C (0.615721, -3.413098, 1.808937)
C (-3.124596, 3.360858, -1.456831)
C (-1.574670, 2.808684, 0.483729)
C (-2.481980, -0.767371, -4.609153)
C (3.125438, -0.892450, 2.649143)
C (-2.331641, -1.754974, 0.329102)
C (1.663667, 3.288094, 2.189221)
C (0.483703, -0.031587, -3.884880)
C (3.270238, -1.822884, -2.406048)
C (2.144890, -1.158492, 4.841706)
C (3.336555, -0.490995, -4.548660)
C (-0.685417, 0.240243, -3.195059)
C (1.476996, -0.151973, -2.902717)
C (-2.054382, 0.451534, -3.784828)
C (1.565818, -3.938104, 0.721893)
C (0.005336, -4.567593, 2.596772)
C (1.657180, 4.773611, 2.528393)
C (4.587665, -0.620171, 4.549427)
C (-4.182623, -2.737853, -1.031792)
C (0.441762, 2.884439, 1.410665)
C (1.776864, 2.444748, 3.460344)
C (-4.053186, 2.234764, 0.620421)
C (-0.448442, -2.538060, 1.201534)
C (-0.746085, 3.611593, 1.243098)
C (-2.977238, 3.169798, 0.056987)
C (-4.695859, -1.430648, 1.063463)
B (-1.327060, 0.462393, -0.656040)
Li (1.304984, -0.027357, 0.296618)
H (3.037664, -1.801160, -1.337427)
H (-2.465703, -1.677610, -4.001855)
H (-2.431614, 0.666378, -1.054024)
H (-0.550711, -5.236944, 1.930184)
H (3.127874, 0.470903, -5.024853)
H (-1.808349, -0.917478, -5.459271)
H (2.539456, 3.097828, 1.566618)
H (2.682498, -2.627794, -2.859395)
H (1.001892, -4.505299, -0.027124)
H (1.267358, -1.434553, 4.264363)
H (4.883851, -1.369940, 5.279908)
H (-2.336603, -3.739383, 1.298053)
H (4.494548, 0.348876, 5.044275)
H (-5.049015, 2.648067, 0.427840)
H (-0.991503, 4.590448, 1.633837)
H (-3.496434, -0.629888, -4.998755)
H (-3.810897, -0.660785, -0.726417)
H (-4.386651, -0.607232, 1.713557)
H (1.204439, -2.801778, 2.496792)
H (-4.695477, -2.350442, 1.659178)
H (-5.721634, -1.239287, 0.727763)
H (1.574818, 5.389718, 1.629342)
H (-3.937374, 2.113785, 1.701625)
H (-3.506205, -2.848725, -1.884908)
H (1.945452, -0.223611, 5.360806)
H (2.796621, -1.271649, -5.094394)
H (-4.178885, -3.680896, -0.473637)
H (2.350726, -1.937290, 5.571969)
H (0.594870, -0.137374, -4.956678)
H (-4.002933, 1.245955, 0.160693)
H (-3.139083, 4.144475, 0.514891)
H (0.791815, -5.155888, 3.076596)
H (-0.681028, -4.212755, 3.370356)
H (4.332964, -2.058579, -2.518741)
H (5.348567, -0.547384, 3.776905)
H (2.582465, 5.045282, 3.044121)
H (2.722253, 2.642019, 3.981556)
H (2.072792, -3.115712, 0.217186)
H (-3.091394, 1.912760, -5.017677)
H (-3.047993, 2.408381, -1.985767)
H (-1.406016, 1.622670, -5.493633)
H (4.406860, -0.692731, -4.640934)
H (-2.348546, 4.027618, -1.842319)
H (-4.100127, 3.800563, -1.688951)
H (-5.196016, -2.572913, -1.412889)
H (2.325330, -4.598370, 1.155160)
H (0.946248, 2.676168, 4.137078)
H (3.513687, 0.299345, -2.596905)
H (-2.770914, 0.567711, -2.973959)
H (-1.762162, 2.594231, -4.058640)
H (0.818564, 5.015883, 3.189955)
H (1.725685, 1.388934, 3.206952)

Forces on atoms 1 to 2 (eV/Å):
Ge 0.502 0.270 0.076
Cl -0.126 -0.014 0.029

Taken from the Löwdin analysis, the atomic charges in e are: atom 1 (Ge): -0.115, atom 2 (Cl): 0.133, atom 3 (Cl): 0.131, atom 4 (Cl): 0.145, atom 5 (N): 0.068, atom 6 (N): 0.047, atom 7 (N): 0.058, atom 8 (N): 0.060, atom 9 (N): 0.043, atom 10 (N): -0.171, atom 11 (N): 0.105, atom 12 (N): 0.047, atom 13 (C): 0.030, atom 14 (C): -0.060, atom 15 (C): -0.366, atom 16 (C): -0.400, atom 17 (C): -0.377, atom 18 (C): -0.050, atom 19 (C): -0.198, atom 20 (C): -0.057, atom 21 (C): -0.298, atom 22 (C): -0.200, atom 23 (C): -0.387, atom 24 (C): 0.032, atom 25 (C): -0.083, atom 26 (C): -0.019, atom 27 (C): -0.073, atom 28 (C): -0.196, atom 29 (C): -0.271, atom 30 (C): -0.366, atom 31 (C): -0.057, atom 32 (C): -0.081, atom 33 (C): -0.073, atom 34 (C): -0.036, atom 35 (C): -0.057, atom 36 (C): -0.275, atom 37 (C): -0.073, atom 38 (C): -0.051, atom 39 (C): -0.271, atom 40 (C): 0.030, atom 41 (C): -0.345, atom 42 (C): -0.061, atom 43 (B): -0.469, atom 44 (Li): 0.449, atom 45 (H): 0.037, atom 46 (H): 0.074, atom 47 (H): 0.084, atom 48 (H): 0.081, atom 49 (H): 0.084, atom 50 (H): 0.078, atom 51 (H): 0.057, atom 52 (H): 0.091, atom 53 (H): 0.090, atom 54 (H): 0.087, atom 55 (H): 0.090, atom 56 (H): 0.110, atom 57 (H): 0.090, atom 58 (H): 0.084, atom 59 (H): 0.109, atom 60 (H): 0.080, atom 61 (H): 0.096, atom 62 (H): 0.073, atom 63 (H): 0.091, atom 64 (H): 0.081, atom 65 (H): 0.082, atom 66 (H): 0.086, atom 67 (H): 0.088, atom 68 (H): 0.074, atom 69 (H): 0.088, atom 70 (H): 0.084, atom 71 (H): 0.078, atom 72 (H): 0.093, atom 73 (H): 0.111, atom 74 (H): 0.045, atom 75 (H): 0.128, atom 76 (H): 0.076, atom 77 (H): 0.081, atom 78 (H): 0.062, atom 79 (H): 0.078, atom 80 (H): 0.080, atom 81 (H): 0.072, atom 82 (H): 0.038, atom 83 (H): 0.082, atom 84 (H): 0.046, atom 85 (H): 0.081, atom 86 (H): 0.080, atom 87 (H): 0.088, atom 88 (H): 0.084, atom 89 (H): 0.080, atom 90 (H): 0.080, atom 91 (H): 0.091, atom 92 (H): 0.040, atom 93 (H): 0.096, atom 94 (H): 0.073, atom 95 (H): 0.080, atom 96 (H): 0.046


4.
ORCA calculation (ωB97M-V/def2-TZVPD) on a structure of composition C2H3FLiOZn at a distorted geometry.

As for the multiplicity: 2. As for the total charge: +2. As for the LUMO energy (spin up / spin down): -12.73 / -12.77 eV. The highest occupied orbital energy (spin up / spin down) is -17.48 / -19.22 eV. Its gap between HOMO and LUMO (spin up / spin down) is 4.75 / 6.45 eV. For the max |F|, the calculation gives 6.4 eV/A.

Element x y z (Å)
Zn (-2.078245, 0.904899, 1.784965)
F (1.847449, -0.231783, 0.096811)
O (-0.680030, 0.284813, 1.019883)
C (-0.426326, 0.323616, -0.330058)
C (0.774257, -0.346416, -0.830984)
Li (0.948255, -0.271229, 1.835323)
H (-0.556147, -0.546492, -1.404204)
H (-0.777236, 1.205911, -0.879788)
H (0.948023, -1.323320, -1.291948)

Forces on atoms 1 to 2 (eV/Å):
Zn -2.770 1.066 1.177
F -0.126 -0.056 0.108

Taken from the Löwdin analysis, the atomic charges in e are: atom 1 (Zn): 1.390, atom 2 (F): -0.068, atom 3 (O): -0.416, atom 4 (C): -0.282, atom 5 (C): -0.017, atom 6 (Li): 0.851, atom 7 (H): 0.244, atom 8 (H): 0.142, atom 9 (H): 0.156